(1)
23
Properties=species:S:1:pos:R:3 method="wB97M-V/def2-TZVPD" orbital_gap_ev=9.4941 spin_multiplicity=1 lumo_energy_ha=0.0326
N -0.0656 0.2026 -2.5214
N 1.3841 0.4798 -0.8658
C 0.7891 1.0540 -1.8797
C 0.0520 -1.0276 -1.9124
C 1.3678 -1.8534 0.0709
C -1.6444 0.5956 2.6309
C -2.0254 1.1727 1.2781
C -0.2170 0.1594 2.8351
C 0.9170 -0.8149 -0.8740
H 2.4720 -1.7936 0.1029
H 0.0943 0.1517 3.8850
H -2.2849 -0.2890 2.7721
H -3.0703 1.0516 0.9955
H -1.4176 0.6690 0.5180
H -1.9175 1.2196 3.4865
H 0.5295 0.7646 2.3088
H 1.2355 -2.8991 -0.1794
H -0.5322 -1.9074 -2.1080
H -0.4578 0.4610 -3.4087
H -1.8325 2.2453 1.1990
H 0.8474 2.0242 -2.3472
H 0.0034 -0.8723 2.5562
H 1.0895 -1.6222 1.0934

(2)
23
Properties=species:S:1:pos:R:3 method="wB97M-V/def2-TZVPD" orbital_gap_ev=9.9069 spin_multiplicity=1 lumo_energy_ha=0.0420
N -2.7244 1.5846 -0.4951
N -4.1162 1.2292 -0.7393
C 2.2830 -1.3151 1.4866
C 2.1203 -1.6515 -1.0267
C -1.9092 0.8023 0.4198
C 1.7098 -0.7503 0.2077
C -2.5261 2.1246 0.8176
C 0.1919 -0.6590 0.2884
C -0.4832 0.5152 0.2679
H -1.8782 3.0283 0.9944
H 2.3395 -0.8223 2.4875
H 1.1459 -1.6768 -1.5051
H -2.3595 -0.1190 0.8992
H 2.1471 0.2404 0.1888
H -4.3526 1.4450 -1.7335
H -0.3243 -1.5871 0.2918
H 0.1660 1.4211 0.1058
H -3.2162 2.1668 1.6006
H 3.0029 -1.1796 -1.5460
H 3.3543 -1.4438 1.2373
H -4.2333 0.1476 -0.7327
H 1.9999 -2.3054 1.7712
H 2.4735 -2.6153 -0.6608

(3)
23
Properties=species:S:1:pos:R:3 method="wB97M-V/def2-TZVPD" orbital_gap_ev=9.7130 spin_multiplicity=1 lumo_energy_ha=0.0328
N -1.4238 1.0979 -0.0962
N 2.6359 1.2807 -0.8661
C -0.8242 -1.1441 1.0171
C -0.4339 0.1008 0.2482
C 2.3184 -1.1249 -0.4582
C -0.8879 0.2804 -1.1544
C 2.0285 0.3423 -0.2900
C 0.9106 0.7081 0.6484
C -2.8045 0.9658 0.2849
H 1.1686 0.3808 1.6578
H 0.8167 1.7939 0.6429
H -2.8978 1.1802 1.3495
H -1.5239 -0.4852 -1.5919
H 3.3891 0.9949 -1.4899
H -0.2512 0.7964 -1.8606
H 2.4750 -1.5940 0.5115
H 1.4718 -1.6098 -0.9415
H 3.2048 -1.2785 -1.0722
H -0.0152 -1.8701 0.9996
H -1.0337 -0.8885 2.0555
H -1.7084 -1.6138 0.5928
H -3.3771 1.7098 -0.2703
H -3.2378 -0.0233 0.0829

(4)
26
Properties=species:S:1:pos:R:3 method="wB97M-V/def2-TZVPD" orbital_gap_ev=9.6882 spin_multiplicity=1 lumo_energy_ha=0.0150
O -2.9686 0.4119 -0.1080
O 1.0546 2.3098 -0.6151
O 2.2906 1.5332 1.1930
N -0.7159 0.5434 -0.1803
N -3.0355 -1.5545 1.7408
C -1.8797 -0.0184 0.3142
C 1.4433 1.4380 0.3549
C -1.7058 -1.1423 1.3664
C 0.5027 -1.5664 -1.7976
C 2.7762 -1.0587 -0.7350
C 1.4368 -0.5398 -1.2220
C 0.6551 0.1169 -0.0236
H 0.8929 -0.5239 0.7511
H 1.5591 3.1149 -0.6206
H -0.0038 -2.4021 -1.0831
H -1.0642 -0.7504 2.2238
H 3.3097 -0.2564 -0.0506
H -0.7983 1.5316 -0.5423
H 1.6982 -0.0384 -2.1068
H -1.1857 -1.9166 0.7688
H 0.8728 -2.1813 -2.5919
H -0.2708 -0.9738 -2.3449
H -3.5191 -0.8279 2.2520
H 3.3714 -1.4503 -1.5748
H 2.6031 -2.0047 -0.1843
H -3.5898 -1.6586 0.8769

(5)
27
Properties=species:S:1:pos:R:3 method="wB97M-V/def2-TZVPD" orbital_gap_ev=8.9131 spin_multiplicity=1 lumo_energy_ha=0.0117
S -1.5345 -1.0905 3.0918
O 2.2549 2.0848 0.5105
O -1.1016 1.8237 -2.0992
O 2.9315 3.8038 -0.7540
N 0.8324 0.7546 -1.5165
N -1.1253 -1.5161 -1.7805
C -0.7237 -0.5828 0.3798
C 1.5387 2.0749 -1.7872
C -1.3702 -0.3002 -0.9925
C -0.2847 -2.4083 3.1879
C 2.3072 2.7720 -0.6439
C -0.5496 0.7938 -1.5996
C -1.7376 -1.3159 1.3397
H -1.5966 -1.4959 -2.7048
H -0.1809 -1.3988 -2.0984
H -1.9994 -2.4176 1.0845
H 0.3808 -2.0849 2.0303
H -0.6949 -3.5269 3.1217
H 1.4452 0.1566 -1.0127
H -2.6255 -0.7955 1.1020
H -0.4430 0.4157 0.8224
H -2.3624 -0.0738 -0.7879
H 2.8394 2.6793 1.2081
H 0.2255 -1.0722 0.5393
H 2.2966 1.7530 -2.6188
H 0.3878 -1.8126 4.2778
H 0.8898 2.7798 -2.2996

(6)
27
Properties=species:S:1:pos:R:3 method="wB97M-V/def2-TZVPD" orbital_gap_ev=9.9064 spin_multiplicity=1 lumo_energy_ha=0.0157
O -2.5057 -0.9624 1.6230
O 0.2118 -0.2950 1.4646
O 3.2448 -1.4331 0.5968
O 1.5758 -1.6830 -0.8935
N -1.9062 1.5298 -0.8745
N 0.7591 0.8777 -0.3498
C -2.5026 -0.5057 0.3177
C -1.6025 0.7711 0.2812
C 2.4195 -0.9455 -0.1281
C 2.1710 0.5561 -0.3214
C 2.8579 1.2932 0.8269
C -0.1716 0.4284 0.5481
C -2.1137 -1.5822 -0.7357
H -1.3750 2.4079 -0.9234
H -1.7697 0.9700 -1.7143
H -2.6137 -1.4742 -1.7180
H 2.5578 0.8632 -1.3149
H 2.5146 2.3212 0.9386
H -1.5759 -0.9184 1.9383
H -2.4735 -2.5833 -0.3748
H 3.9074 1.3446 0.6886
H 1.8726 -2.6168 -0.8586
H 0.3528 1.4171 -1.1206
H -1.8719 1.4097 1.1520
H -3.5936 -0.1971 0.1524
H 2.6425 0.7398 1.7225
H -1.0121 -1.7328 -0.9232

(7)
28
Properties=species:S:1:pos:R:3 method="wB97M-V/def2-TZVPD" orbital_gap_ev=9.8015 spin_multiplicity=1 lumo_energy_ha=-0.1275 charge=+1
P 0.1925 -0.0307 -0.1705
O 0.6555 -1.1499 -1.1024
O -1.8790 -0.5409 -0.7169
O 0.1425 -0.0486 1.2754
O 0.3099 1.1786 -1.0700
N -5.4318 -0.4692 -0.2354
N -6.3666 -0.2918 0.3140
C 1.5731 3.1477 -1.1087
C 0.8967 -2.5313 -0.7405
C -3.0468 -0.3933 -0.2539
C -3.1891 0.1735 1.0965
C -4.3335 -0.7455 -0.8803
C 0.3960 2.5321 -0.5064
C 2.3152 -2.7752 -0.3098
H 0.2361 -2.8257 0.1059
H 0.5652 -3.1591 -1.6861
H 0.0937 2.6393 0.5473
H -4.5624 -1.4804 -1.6087
H 2.5606 2.9906 -0.7233
H 1.7167 3.0057 -2.2024
H 3.0231 -2.8061 -1.1835
H 2.4309 -3.6554 0.1465
H -0.4701 3.0467 -0.9944
H 1.6235 4.2690 -0.9934
H -2.2060 0.3830 1.4777
H -3.6293 -0.5149 1.7645
H -3.6853 1.1043 1.2426
H 2.5942 -1.9191 0.3909

(8)
24
Properties=species:S:1:pos:R:3 method="wB97M-V/def2-TZVPD" orbital_gap_ev=8.0262 spin_multiplicity=1 lumo_energy_ha=-0.1410 charge=+1
N 1.7146 -1.3447 -0.7858
N 0.0495 1.6929 -1.3438
N 1.5489 -0.6749 1.4241
C -0.2258 -1.2415 -2.0786
C -1.0637 1.2327 0.7416
C -0.2960 0.7159 -0.5308
C 1.4866 -0.2068 -0.0365
C -1.6339 0.3268 1.8298
C 0.9896 -1.7507 -1.7235
C -0.8905 -0.3939 -1.2643
H -1.7316 0.9209 2.7500
H -1.9286 -0.5208 -1.1214
H 2.1349 0.7709 -0.1471
H -0.8773 -1.8884 -2.7237
H 2.4993 -1.1262 1.5978
H -1.9750 1.8382 0.4334
H 1.3312 -2.6279 -2.1910
H -2.6722 0.1158 1.5949
H 0.7413 -1.2716 1.5559
H 1.5376 0.1943 1.9667
H -0.0400 1.4788 -2.3376
H -1.1028 -0.5547 2.1603
H 0.6875 2.4231 -0.9193
H -0.2837 1.8916 1.1489

Values of molecular weight, in order: 126.203; 126.203; 126.203; 174.200; 206.267; 190.199; 221.173; 140.210, all in g/mol.